Entry 1:
The following is a quantum chemistry calculation of 3 unconnected molecules or ions with the total composition C27H31F9N3O5 at a distorted geometry, from OMol25.

The spin multiplicity is 2. The orbital gap (alpha / beta) is 8.32 / 8.88 eV. The energy above the lowest of the compared OMol25 structures with the same formula, charge and spin comes out at 148.7 kcal per mole. The total charge is 0.

Structure (XYZ):
```
75
Properties=species:S:1:pos:R:3:lowdin_spin:R:1
C 4.98 -4.06 2.43 0.00
C 5.13 -2.42 2.71 0.03
C 5.96 -2.29 4.14 0.00
C 3.59 -1.84 2.77 0.01
C 3.64 -0.25 3.15 0.00
C 2.20 0.54 3.01 0.00
C 1.51 0.43 1.52 0.00
C -0.10 0.17 1.52 0.00
F -0.66 0.84 2.75 0.00
F -0.67 0.90 0.36 0.00
C -0.55 -1.41 1.63 0.00
F 0.39 -2.04 2.63 0.00
F -1.92 -1.54 2.27 0.00
C -0.39 -2.28 0.25 0.00
F -0.24 -3.72 0.68 0.00
F 0.82 -1.97 -0.55 0.00
C -1.68 -2.24 -0.76 0.00
F -2.37 -3.58 -0.79 0.00
F -1.13 -2.07 -2.15 0.00
F -2.61 -1.10 -0.55 0.00
C 4.88 0.46 2.34 0.00
C 5.56 -0.46 1.17 0.02
C 4.68 -0.50 -0.25 0.01
C 6.98 0.32 0.74 0.01
N 5.98 -1.85 1.59 0.31
O 5.95 -2.60 0.47 0.59
H 4.17 -4.16 1.57 0.00
H 6.00 -4.57 2.18 0.00
H 4.56 -4.54 3.41 0.00
H 5.53 -3.07 4.93 0.00
H 5.91 -1.20 4.58 0.00
H 7.09 -2.61 3.94 0.00
H 3.08 -2.10 1.75 0.00
H 2.95 -2.37 3.63 0.00
H 3.93 -0.19 4.31 0.00
H 1.51 0.10 3.88 0.00
H 2.40 1.67 3.34 0.00
H 2.14 -0.33 0.90 0.00
H 1.68 1.50 1.01 0.00
H 4.45 1.44 1.83 0.00
H 5.72 0.75 3.13 0.00
H 3.79 -1.27 -0.20 0.00
H 5.37 -0.66 -1.20 0.00
H 4.23 0.60 -0.39 0.00
H 7.09 0.45 -0.42 0.00
H 7.88 -0.33 1.15 0.00
H 6.99 1.36 1.28 0.00
C -4.16 1.82 0.64 0.00
C -5.48 2.26 0.53 0.00
C -5.82 3.22 -0.43 0.00
C -4.82 3.73 -1.28 0.00
C -3.49 3.29 -1.16 0.00
C -3.17 2.33 -0.19 0.00
N -5.17 4.71 -2.31 0.00
O -6.35 5.09 -2.37 0.00
O -4.26 5.11 -3.05 0.00
H -3.91 1.07 1.39 0.00
H -6.25 1.86 1.18 0.00
H -6.85 3.55 -0.51 0.00
H -2.70 3.68 -1.80 0.00
H -2.14 1.99 -0.09 0.00
C -4.88 2.17 -4.06 0.00
C -4.94 2.08 -5.45 0.00
C -5.64 1.03 -6.05 0.00
C -6.29 0.08 -5.25 0.00
C -6.22 0.17 -3.85 0.00
C -5.52 1.21 -3.26 0.00
N -7.05 -1.01 -5.87 0.00
O -7.07 -1.06 -7.11 0.00
O -7.63 -1.81 -5.13 0.00
H -4.34 2.99 -3.59 0.00
H -4.44 2.82 -6.06 0.00
H -5.68 0.97 -7.14 0.00
H -6.72 -0.57 -3.21 0.00
H -5.46 1.29 -2.17 0.00
```

---

Entry 2:
The following is a quantum chemistry calculation of C27H31FN4O4 in the gas phase, from OMol25.

The spin multiplicity is 1. The orbital gap is 8.24 eV. The structure (SMILES) is COc1cc(C(=O)NC[C@H](c2cccnc2)N2CCN(c3ccc(F)cc3)CC2)cc(OC)c1OC. The energy above the lowest of the compared OMol25 structures with the same formula, charge and spin comes out at 38.4 kcal per mole. The total charge is 0.

Structure (XYZ):
```
67
Properties=species:S:1:pos:R:3:mulliken_charge:R:1
C 7.18 1.68 -0.13 -0.74
H 7.33 2.76 -0.13 0.28
H 7.46 1.29 -1.11 0.30
H 7.80 1.22 0.64 0.26
O 5.80 1.51 0.12 -0.44
C 5.22 0.28 0.11 0.02
C 3.82 0.34 0.16 -1.28
C 3.06 -0.81 0.15 0.33
C 3.70 -2.05 0.10 -0.75
C 5.08 -2.13 0.09 1.06
C 5.86 -0.96 0.08 0.84
O 7.24 -0.99 0.10 -0.54
C 7.91 -1.91 -0.75 -0.75
H 7.40 -2.00 -1.71 0.33
H 7.99 -2.89 -0.29 0.23
H 8.90 -1.49 -0.90 0.31
O 5.75 -3.32 0.10 -0.39
C 5.01 -4.52 0.09 -0.95
H 4.39 -4.59 -0.81 0.39
H 4.38 -4.61 0.97 0.36
H 5.75 -5.32 0.09 0.23
H 3.07 -2.93 0.09 0.58
C 1.57 -0.81 0.16 0.40
O 0.91 -1.70 -0.34 -0.70
N 1.00 0.24 0.81 0.06
H 1.59 0.97 1.17 0.23
C -0.42 0.43 0.81 -1.94
H -0.76 0.76 1.80 0.28
H -0.86 -0.55 0.60 0.62
C -0.88 1.41 -0.29 0.86
N -2.27 1.25 -0.69 0.36
C -3.23 1.41 0.38 -0.40
H -2.98 2.30 0.96 0.56
C -4.63 1.56 -0.23 -1.50
N -4.96 0.40 -1.04 0.11
C -5.59 -0.69 -0.46 0.75
C -6.68 -0.49 0.40 -0.25
C -7.37 -1.55 0.95 -0.70
C -6.99 -2.84 0.64 0.33
C -5.92 -3.08 -0.21 -0.86
C -5.23 -2.01 -0.75 -0.21
H -4.39 -2.23 -1.39 0.26
H -5.64 -4.10 -0.44 0.42
F -7.66 -3.88 1.18 -0.34
H -8.22 -1.38 1.60 0.42
H -7.02 0.51 0.62 0.41
C -3.96 0.22 -2.06 -1.51
C -2.55 0.07 -1.47 -0.17
H -1.82 -0.02 -2.27 0.47
H -2.51 -0.85 -0.87 0.23
H -4.22 -0.62 -2.70 0.57
H -3.97 1.13 -2.68 0.39
H -5.36 1.70 0.56 0.43
H -4.65 2.44 -0.88 0.32
H -3.24 0.53 1.06 0.26
C -0.65 2.87 0.05 -0.18
C -1.11 3.83 -0.86 -0.59
C -0.91 5.17 -0.58 -0.46
C -0.26 5.52 0.59 -0.40
N 0.18 4.62 1.45 -0.70
C -0.01 3.34 1.19 -0.18
H 0.37 2.67 1.95 0.44
H -0.08 6.55 0.86 0.38
H -1.26 5.94 -1.26 0.41
H -1.62 3.51 -1.75 0.44
H -0.28 1.18 -1.18 0.46
H 3.38 1.33 0.15 0.61
```

---

Entry 3:
The following is a quantum chemistry calculation of a molecular structure, C27H31InN3O9SSe, from OMol25.

The spin multiplicity is 1. The orbital gap is 7.58 eV. The energy above the lowest of the compared OMol25 structures with the same formula, charge and spin comes out at 0.0 kcal per mole. The total charge is -1.

Structure (XYZ):
```
73
Properties=species:S:1:pos:R:3:mulliken_charge:R:1
In 0.19 0.15 0.37 1.45
O -3.06 -1.16 6.51 -0.72
C -1.99 -0.54 6.46 0.41
O -1.24 -0.11 7.36 -0.73
C -1.48 -0.25 5.02 0.34
C -0.26 0.38 4.81 -1.16
C 0.19 0.57 3.53 -0.03
N -0.51 0.16 2.46 0.16
C -1.70 -0.43 2.65 0.90
C -2.22 -0.64 3.91 -0.77
C -2.43 -0.89 1.40 -0.52
O -3.48 -1.50 1.50 -0.73
O -1.83 -0.64 0.28 -0.15
H 0.31 0.69 5.67 0.52
H 1.14 1.05 3.32 0.45
H -3.17 -1.13 4.04 0.63
C 3.04 -2.70 1.60 -1.02
C 3.29 -1.23 1.55 0.00
N 2.42 -0.28 1.25 0.29
C 3.11 0.91 1.30 -0.24
C 4.41 0.67 1.64 -0.10
N 4.49 -0.69 1.79 -0.11
C 5.64 1.49 1.84 0.56
O 5.53 2.78 1.67 -0.58
O 6.67 0.93 2.15 -0.65
C 2.42 2.19 0.99 0.81
O 3.04 3.25 1.08 -0.93
O 1.19 2.08 0.67 -0.59
H 2.27 -2.92 2.33 0.14
H 3.95 -3.23 1.85 0.42
H 2.68 -3.05 0.63 0.19
H 5.35 -1.16 2.04 0.25
H 4.59 3.05 1.40 0.42
C -0.81 3.69 -1.09 -0.66
S -1.55 2.26 -0.28 0.36
C -2.78 1.81 -1.51 -0.29
H -0.52 3.44 -2.11 0.02
H 0.07 3.96 -0.50 0.25
H -1.52 4.52 -1.10 0.45
H -3.58 2.55 -1.53 0.51
H -3.18 0.84 -1.21 0.10
H -2.32 1.72 -2.49 -0.26
C -1.30 -3.83 -0.04 -1.09
C -0.79 -3.44 1.31 1.05
C -1.46 -4.07 2.51 -1.52
O 0.12 -2.65 1.45 -0.33
H -1.40 -4.92 -0.11 0.53
H -0.64 -3.45 -0.82 0.09
H -2.29 -3.39 -0.16 0.22
H -1.28 -5.15 2.49 0.46
H -2.54 -3.92 2.44 0.34
H -1.08 -3.64 3.43 0.32
C -2.05 2.15 -6.25 -1.61
C -1.33 1.43 -5.15 0.85
C -1.83 0.25 -4.62 -1.13
C -1.18 -0.44 -3.59 0.66
C -1.80 -1.68 -3.02 -1.31
C 0.02 0.08 -3.09 0.46
Se 1.03 -0.92 -1.79 -0.04
C 0.54 1.28 -3.60 0.73
C 1.81 1.89 -3.06 -1.55
C -0.15 1.93 -4.62 -0.71
H -2.91 1.59 -6.60 0.36
H -1.39 2.33 -7.10 0.36
H -2.41 3.13 -5.91 0.32
H -2.76 -0.16 -5.00 0.24
H -2.73 -1.92 -3.54 0.40
H -2.02 -1.53 -1.96 -0.03
H -1.13 -2.53 -3.09 0.33
H 2.64 1.19 -3.15 0.43
H 1.71 2.12 -2.00 0.09
H 2.05 2.81 -3.60 0.35
H 0.25 2.86 -5.01 0.33
```

---

Entry 4:
The following is a quantum chemistry calculation of a molecular structure, C27H31LaNOP2 at a distorted geometry, from OMol25.

The spin multiplicity is 1. The orbital gap (alpha / beta) is 4.76 / 4.76 eV. The energy above the lowest of the compared OMol25 structures with the same formula, charge and spin comes out at 53.1 kcal per mole. The total charge is +1.

Structure (XYZ):
```
63
Properties=species:S:1:pos:R:3:mulliken_charge:R:1
C 1.01 -3.28 -1.08 -0.26
C 1.07 -1.92 -0.78 -0.42
C 0.38 -1.02 -1.64 0.54
C -0.29 -1.46 -2.77 0.07
C -0.38 -2.83 -3.03 -0.84
C 0.27 -3.73 -2.18 -1.25
C -1.12 -0.44 -3.55 0.28
C -0.61 0.99 -3.39 0.00
C 0.05 1.31 -2.21 0.73
C 0.45 2.64 -1.92 -0.07
C 0.05 3.64 -2.82 -0.66
C -0.67 3.32 -3.98 -1.03
C -0.98 1.99 -4.28 -0.85
H 1.56 -4.00 -0.47 0.35
H -0.97 -3.17 -3.89 0.50
H 0.20 -4.79 -2.38 0.40
H -1.07 -0.70 -4.61 1.06
H 0.31 4.68 -2.60 0.45
H -0.97 4.11 -4.66 0.38
H -1.53 1.72 -5.18 0.46
N 0.15 0.31 -1.20 -0.17
La -0.98 0.42 0.52 1.23
C 1.85 -1.35 0.40 -0.11
H 1.64 -0.27 0.55 -0.48
H 2.94 -1.41 0.20 0.80
C 1.27 2.96 -0.68 -1.24
H 2.09 2.24 -0.56 0.38
H 1.70 3.97 -0.78 0.57
P 1.69 -2.21 2.01 1.10
P 0.34 2.97 0.94 0.72
C -0.63 4.50 0.81 -1.28
H -1.52 4.40 1.45 0.35
H -0.03 5.36 1.16 0.43
H -0.97 4.68 -0.22 0.35
C 1.66 3.44 2.10 -1.36
H 1.68 4.53 2.25 0.41
H 1.45 2.95 3.07 0.32
H 2.64 3.09 1.75 0.36
C 2.77 -3.63 2.00 -1.36
H 3.68 -3.40 1.43 0.42
H 3.05 -3.87 3.03 0.42
H 2.27 -4.50 1.55 0.42
C 2.21 -1.09 3.31 -1.20
H 1.79 -1.42 4.27 0.45
H 3.30 -1.12 3.38 0.46
H 1.90 -0.06 3.11 0.16
C -2.44 -0.46 -3.00 -0.27
O -2.82 -0.23 -1.87 -0.48
H -2.86 -0.72 -3.97 0.42
C -0.01 -2.78 2.25 -1.33
C -1.14 -1.75 2.18 0.36
C -1.20 -0.66 3.08 -0.16
C -2.27 0.25 3.03 -0.91
C -3.30 0.09 2.09 -0.61
C -3.25 -0.99 1.18 -0.57
C -2.18 -1.90 1.23 -0.42
H 0.00 -3.25 3.25 0.61
H -0.18 -3.58 1.51 0.51
H -0.43 -0.57 3.85 0.32
H -2.29 1.09 3.74 0.45
H -4.13 0.79 2.05 0.41
H -4.04 -1.13 0.44 0.33
H -2.14 -2.75 0.53 0.31
```

---

Entry 5:
The following is a quantum chemistry calculation of a molecular structure, C27H31N10O2STi, from OMol25.

The spin multiplicity is 3. The orbital gap (alpha / beta) is 6.07 / 7.57 eV. The energy above the lowest of the compared OMol25 structures with the same formula, charge and spin comes out at 0.0 kcal per mole. The total charge is +1.

Structure (XYZ):
```
72
Properties=species:S:1:pos:R:3:lowdin_spin:R:1
Ti -0.11 -0.90 -0.40 1.00
N 0.05 -0.70 4.00 0.02
C -0.38 -0.86 2.75 0.02
N 0.38 -0.96 1.70 0.01
C 1.80 -0.89 1.87 0.06
N 2.58 -0.90 0.86 -0.03
N 1.90 -0.97 -0.34 0.15
C 2.56 -0.73 -1.48 0.24
C 1.76 -0.63 -2.64 0.09
C 2.28 -0.30 -3.91 0.05
C 1.44 -0.17 -4.98 0.05
C 0.05 -0.36 -4.80 0.08
C -0.40 -0.66 -3.54 0.02
N 0.41 -0.80 -2.47 0.12
C 2.32 -0.73 3.23 0.00
C 3.69 -0.65 3.50 0.01
C 4.13 -0.48 4.80 0.00
C 3.22 -0.38 5.85 0.01
C 1.86 -0.46 5.60 0.00
C 1.43 -0.63 4.29 0.01
H -0.62 -0.63 4.74 0.00
H -1.45 -0.89 2.60 0.00
H 3.63 -0.57 -1.48 0.01
H 3.35 -0.15 -4.02 0.00
H 1.83 0.08 -5.95 0.00
H -0.64 -0.26 -5.62 0.00
H -1.47 -0.78 -3.35 0.00
H 4.38 -0.72 2.68 0.00
H 5.19 -0.42 5.00 0.00
H 3.57 -0.25 6.86 0.00
H 1.15 -0.38 6.41 0.00
N -3.23 -2.74 0.52 0.00
C -3.21 -1.52 -0.06 0.00
O -2.06 -0.92 -0.14 0.00
C -4.37 -0.91 -0.53 0.00
C -5.59 -1.64 -0.44 0.00
N -6.52 -2.29 -0.28 0.00
C -4.32 0.42 -1.02 0.00
N -4.25 1.50 -1.40 0.00
H -2.36 -3.22 0.65 0.00
H -4.09 -3.27 0.56 0.00
C 0.74 4.18 -3.66 0.00
C 0.40 3.01 -2.74 0.00
C -0.51 3.45 -1.60 0.00
S -1.21 2.01 -0.81 0.00
O 0.02 1.20 -0.33 0.02
C -1.95 2.70 0.68 0.00
C -1.00 2.88 1.86 0.00
C -0.08 4.09 1.79 0.00
H 1.42 3.86 -4.45 0.00
H 1.23 4.99 -3.11 0.00
H -0.15 4.59 -4.13 0.00
H 1.31 2.58 -2.32 0.00
H -0.09 2.21 -3.31 0.00
H -1.37 4.01 -1.97 0.00
H 0.01 4.06 -0.87 0.00
H -2.76 2.01 0.92 0.00
H -2.42 3.63 0.36 0.00
H -0.40 1.97 1.97 0.00
H -1.63 2.94 2.75 0.00
H 0.75 3.92 1.10 0.00
H 0.36 4.30 2.77 0.00
H -0.61 4.98 1.47 0.00
N -0.45 -5.15 -1.37 0.00
C -0.02 -5.32 -0.08 0.00
C 0.14 -4.07 0.42 0.00
N -0.18 -3.14 -0.54 0.01
C -0.53 -3.83 -1.61 0.01
H -0.66 -5.87 -2.04 0.00
H 0.13 -6.29 0.35 0.00
H 0.50 -3.77 1.40 0.00
H -0.83 -3.41 -2.55 0.00
```

---

Entry 6:
The following is a quantum chemistry calculation of 2 unconnected molecules or ions with the total composition C27H31N2OP at a distorted geometry, from OMol25.

The spin multiplicity is 1. The orbital gap is 6.80 eV. The structure (SMILES) is Cc1cc(C)c(N2C=CN(c3c(C)cc(C)cc3C)P2)c(C)c1.O=Cc1ccccc1. The total charge is 0.

Structure (XYZ):
```
62
Properties=species:S:1:pos:R:3:mulliken_charge:R:1
C -4.06 1.00 -4.14 -0.42
C -3.42 2.23 -3.94 -0.64
C -2.06 2.26 -3.61 0.01
C -1.34 1.07 -3.44 0.12
C 0.09 1.09 -2.98 0.11
O 0.96 0.29 -3.35 -0.58
C -1.98 -0.16 -3.70 -0.25
C -3.33 -0.20 -4.02 -0.48
H -5.12 0.97 -4.39 0.37
H -3.98 3.16 -4.05 0.38
H -1.55 3.21 -3.47 0.38
H 0.35 2.06 -2.49 0.33
H -1.39 -1.08 -3.64 0.40
H -3.82 -1.15 -4.19 0.40
C -5.78 -2.39 1.87 -1.54
C -4.45 -1.75 1.63 0.88
C -3.32 -2.19 2.33 -0.93
C -2.07 -1.61 2.14 1.30
C -0.90 -2.14 2.92 -1.61
C -1.94 -0.56 1.21 -1.14
N -0.66 0.06 0.99 1.11
P 0.57 -0.61 -0.03 -0.36
H 0.25 0.37 -1.23 -0.23
N 1.71 0.45 0.72 0.88
C 3.14 0.26 0.69 -0.96
C 3.91 1.06 -0.17 1.34
C 3.26 2.03 -1.10 -1.05
C 5.30 0.94 -0.12 -1.18
C 5.93 0.04 0.74 0.67
C 7.43 -0.08 0.76 -1.47
C 5.14 -0.75 1.58 -1.22
C 3.75 -0.65 1.58 1.12
C 2.94 -1.48 2.52 -1.14
C 1.10 1.41 1.51 -0.52
C -0.23 1.19 1.66 -0.56
C -3.06 -0.10 0.50 1.35
C -2.91 1.02 -0.48 -0.86
C -4.30 -0.71 0.71 -1.16
H -6.56 -1.92 1.26 0.34
H -5.76 -3.46 1.62 0.33
H -6.07 -2.31 2.93 0.34
H -3.42 -3.01 3.05 0.42
H -0.06 -1.44 2.95 0.08
H -1.21 -2.33 3.96 0.44
H -0.55 -3.10 2.52 0.32
H 4.04 2.52 -1.69 0.40
H 2.57 1.53 -1.80 0.06
H 2.71 2.81 -0.56 0.31
H 5.91 1.57 -0.78 0.37
H 7.75 -0.84 1.48 0.35
H 7.81 -0.36 -0.23 0.33
H 7.90 0.88 1.03 0.33
H 5.62 -1.45 2.27 0.25
H 3.62 -2.05 3.16 0.38
H 2.31 -0.88 3.18 0.26
H 2.30 -2.21 2.00 0.23
H 1.69 2.18 1.98 0.44
H -0.93 1.75 2.27 0.47
H -3.84 1.15 -1.04 0.39
H -2.66 1.97 0.00 0.30
H -2.12 0.79 -1.21 -0.23
H -5.17 -0.36 0.14 0.28
```

---

Entry 7:
The following is a quantum chemistry calculation of 2 unconnected molecules or ions with the total composition C27H31N4O2S at a distorted geometry, from OMol25.

The spin multiplicity is 1. The orbital gap is 6.30 eV. The energy above the lowest of the compared OMol25 structures with the same formula, charge and spin comes out at 0.0 kcal per mole. The total charge is +1.

Structure (XYZ):
```
65
Properties=species:S:1:pos:R:3:mulliken_charge:R:1
C -2.14 -4.17 -0.62 -0.94
C -2.00 -2.80 -0.01 -0.09
N -0.68 -2.19 -0.21 -0.15
C 0.33 -3.02 -0.20 0.08
N 0.24 -4.38 -0.20 0.06
C -1.03 -5.07 -0.15 -0.69
C 1.45 -5.16 -0.10 -0.80
C 2.60 -4.20 -0.33 -0.47
S 2.01 -2.51 -0.17 -0.01
H -3.10 -4.60 -0.31 0.38
H -2.14 -4.09 -1.71 0.35
H -2.74 -2.13 -0.46 0.10
H -2.24 -2.87 1.07 0.22
H -1.23 -5.40 0.89 0.30
H -0.94 -5.97 -0.77 0.41
H 1.54 -5.64 0.89 0.30
H 1.43 -5.97 -0.84 0.34
H 3.43 -4.35 0.37 0.40
H 2.96 -4.31 -1.36 0.31
C 6.49 1.48 2.09 -0.88
O 5.30 1.66 1.29 -0.44
C 4.12 1.13 1.70 0.24
C 3.04 1.24 0.79 -0.27
C 1.85 0.64 1.11 0.61
C 1.69 -0.02 2.34 0.34
C 2.72 -0.10 3.28 -1.39
C 3.95 0.47 2.96 -0.70
N 0.38 -0.49 2.42 0.24
C -0.19 -1.11 3.60 -0.88
C -0.28 -0.19 1.27 -1.48
C 0.56 0.57 0.42 1.52
C 0.26 1.25 -0.76 -0.39
C -1.06 1.39 -1.27 0.04
C -2.01 0.36 -1.32 -1.28
N -3.20 0.86 -1.78 0.18
C -4.42 0.09 -1.96 -0.86
C -3.06 2.21 -2.07 0.17
C -1.73 2.59 -1.76 -0.12
C -1.36 3.93 -1.86 0.33
C -2.34 4.86 -2.31 0.36
O -2.12 6.19 -2.42 -0.46
C -0.85 6.76 -2.06 -0.78
C -3.65 4.43 -2.66 -0.90
C -4.02 3.10 -2.54 -0.93
H 7.26 1.95 1.50 0.26
H 6.39 1.98 3.07 0.34
H 6.71 0.41 2.24 0.36
H 3.15 1.78 -0.15 0.49
H 2.55 -0.60 4.23 0.26
H 4.78 0.41 3.65 0.41
H 0.63 -1.32 4.29 0.29
H -0.92 -0.44 4.10 0.32
H -0.69 -2.05 3.33 0.29
H -1.34 -0.39 1.14 1.01
H 1.07 1.81 -1.22 0.58
H -1.81 -0.66 -1.06 1.06
H -5.19 0.76 -2.36 0.28
H -4.27 -0.73 -2.68 0.31
H -4.78 -0.33 -1.01 0.28
H -0.36 4.24 -1.58 0.50
H -0.98 7.82 -2.27 0.24
H -0.63 6.61 -0.99 0.32
H -0.04 6.35 -2.67 0.31
H -4.35 5.18 -3.01 0.45
H -5.02 2.76 -2.80 0.25
```